Record 1
59
Properties=species:S:1:pos:R:3:forces:R:3:nbo_charge:R:1 method="wB97M-V/def2-TZVPD" max_force_ev_per_a=1.81 total_charge=+2 e_lumo_ev=-5.935 total_energy_ha=-1635.269665 spin_multiplicity=1 homo_lumo_gap_ev=8.490
Bi -0.533140 0.177271 0.167852 -0.1 0.4 0.0 2.051
N 2.810669 1.403396 1.750089 0.1 -0.2 0.0 -0.633
N 2.755449 2.796999 1.812623 0.5 0.0 0.2 -0.405
C 1.674854 3.489342 1.432027 -0.4 0.6 -0.2 0.634
N 1.701285 4.811047 1.542593 -0.1 0.3 0.1 -0.753
N 0.664186 2.780077 0.910673 0.9 -1.6 0.1 -0.477
N -0.470551 3.328531 0.563349 -0.1 0.9 0.1 0.633
O -0.754951 4.480959 0.800950 -0.5 0.6 0.0 -0.386
O -1.260931 2.573318 -0.025671 -0.4 -0.3 -0.4 -0.489
H 2.959661 1.013912 2.678771 0.0 0.2 -0.1 0.377
H 3.572697 1.101083 1.147340 -0.1 0.2 0.1 0.378
H 3.553847 3.323174 2.162900 -0.2 -0.3 -0.1 0.398
H 2.504524 5.301220 1.902197 0.0 -0.1 0.0 0.421
H 0.859146 5.339254 1.329225 0.2 -0.2 0.0 0.458
N -1.587615 1.155193 2.581498 -0.2 0.1 -0.1 -0.862
C -1.102776 0.330364 3.690565 0.1 -0.3 0.3 -0.219
C -1.124936 -1.158575 3.343006 -0.3 0.3 0.3 -0.404
C -2.550199 -1.682953 3.099723 0.2 -0.2 -0.3 -0.427
C -2.839916 -2.136691 1.670625 -0.4 -0.2 0.5 -0.218
N -2.620048 -1.071992 0.685229 0.1 -0.2 0.1 -0.885
H -1.438060 2.131815 2.813801 -0.1 0.0 -0.1 0.386
H -2.590379 1.046696 2.468050 0.0 0.1 0.2 0.367
H -1.687597 0.486248 4.606399 0.1 0.0 -0.1 0.202
H -0.074601 0.639035 3.889632 0.0 0.0 0.1 0.198
H -0.669281 -1.702461 4.173119 0.1 0.0 -0.1 0.244
H -0.496942 -1.314520 2.463147 0.1 -0.2 0.0 0.167
H -3.274658 -0.915317 3.377311 -0.1 0.0 0.1 0.203
H -2.745558 -2.539366 3.745378 -0.1 0.1 0.0 0.248
H -3.884011 -2.473359 1.630682 0.2 -0.1 -0.1 0.218
H -2.210396 -2.987171 1.401786 -0.1 0.1 0.0 0.194
H -3.237132 -0.288447 0.881184 -0.2 -0.1 -0.1 0.386
H -2.834871 -1.399396 -0.255276 0.0 0.2 0.0 0.424
C 0.782343 -4.259074 -0.434938 0.1 0.0 -0.2 -0.242
C 0.354747 -3.054691 0.124063 0.0 -0.3 0.0 0.087
N 0.429333 -1.902544 -0.514426 0.0 0.0 0.0 -0.559
C 0.962316 -1.858294 -1.749476 0.4 -0.8 -0.6 0.157
C 1.363537 -3.039645 -2.421405 -0.2 0.4 0.4 -0.065
C 1.261730 -4.258433 -1.725496 -0.1 0.3 0.3 -0.071
C 1.858185 -2.958908 -3.755775 0.1 0.3 -0.3 -0.168
C 1.987741 -1.764333 -4.381723 0.0 -0.5 0.1 -0.146
C 1.686197 -0.549562 -3.700200 -0.2 0.1 0.6 -0.087
C 1.918853 0.713763 -4.275274 0.0 0.1 0.3 -0.083
C 1.698090 1.849191 -3.530568 0.1 -0.3 -0.2 -0.236
C 1.227901 1.706053 -2.223373 0.0 0.2 -0.2 0.087
N 0.969702 0.537002 -1.680372 0.2 0.0 0.2 -0.547
C 1.181625 -0.590737 -2.380151 0.4 0.0 -0.9 0.245
H 0.724456 -5.171375 0.138501 -0.1 0.0 0.0 0.254
H -0.062685 -3.030281 1.118912 0.0 0.0 0.1 0.206
H 1.573002 -5.179721 -2.196795 0.0 0.0 -0.1 0.247
H 2.133254 -3.876816 -4.251472 0.0 -0.1 -0.1 0.243
H 2.356429 -1.705982 -5.394661 0.0 0.0 -0.1 0.242
H 2.300996 0.768692 -5.283214 0.0 0.1 -0.1 0.244
H 1.898365 2.830615 -3.932204 0.0 0.1 0.0 0.251
H 1.063044 2.569508 -1.598334 -0.1 0.1 0.0 0.207
C -2.581986 0.881070 -2.087589 -0.1 0.1 -0.3 -0.246
O -1.646668 -0.046670 -1.585036 0.3 -0.2 0.5 -0.987
H -2.186614 1.896892 -2.098019 -0.1 0.1 -0.1 0.178
H -3.510468 0.873773 -1.510338 -0.1 0.1 0.0 0.158
H -2.811196 0.581822 -3.111415 -0.1 0.1 0.0 0.202

Record 2
95
Properties=species:S:1:pos:R:3:forces:R:3:mulliken_charge:R:1 method="wB97M-V/def2-TZVPD" max_force_ev_per_a=4.62 total_charge=+1 e_lumo_ev=-2.390 total_energy_ha=-2511.588546 spin_multiplicity=1 homo_lumo_gap_ev=5.931
C 2.212652 -1.360725 -0.895805 0.6 0.0 0.2 -0.625
C 1.319369 0.631944 -1.741058 -1.2 1.0 1.3 -0.732
C 3.176332 -1.385609 -1.883744 0.3 -0.7 -0.1 -0.947
C 2.014744 0.387964 -2.960001 0.4 0.2 -1.1 -0.572
C 3.029842 -0.556677 -3.001237 -0.6 0.8 0.2 -1.124
H 3.975817 -2.118308 -1.802316 -0.2 0.1 -0.2 0.526
H 1.802985 1.047720 -3.829653 0.4 -0.4 0.8 0.312
H 3.723495 -0.629399 -3.847780 -0.5 0.0 0.3 0.425
N 1.318032 -0.372545 -0.771931 -0.2 0.2 0.1 1.916
P 0.717810 -2.789599 1.044654 -0.5 0.1 -0.3 0.448
P 0.353984 2.601205 0.111839 -0.2 -0.3 -0.6 0.211
C 2.280504 -2.504120 0.123879 0.3 0.1 0.1 -1.295
H 2.603835 -3.429705 -0.388808 -0.1 0.4 0.2 0.741
H 3.080072 -2.260609 0.844680 -0.3 -0.1 -0.1 0.755
C 0.673614 1.890804 -1.462110 -0.8 -2.5 -1.4 0.000
H 0.407093 2.457458 -2.358279 0.3 0.0 0.3 0.273
C -1.421038 3.541926 -0.020514 1.0 0.2 0.0 2.381
C 1.902275 3.729645 0.004774 -0.9 0.4 0.6 1.337
C -0.279780 -3.905647 -0.195187 0.4 0.2 0.8 2.155
C 1.227252 -3.662267 2.665934 -0.1 -0.1 -0.6 1.560
C -2.562702 2.716248 0.622667 0.1 -0.1 0.1 -1.775
H -2.350909 2.408441 1.666447 0.1 0.1 -0.3 0.165
H -3.477027 3.340978 0.677712 0.4 -0.2 -0.1 0.522
H -2.832639 1.829105 0.020558 0.2 0.3 0.2 0.202
C -1.294156 4.869584 0.746330 -0.3 0.2 0.1 -1.984
H -1.038543 4.686207 1.801581 0.0 0.1 -0.3 0.296
H -0.543805 5.546393 0.313832 -0.3 -0.3 0.2 0.341
H -2.252112 5.423869 0.741289 0.3 -0.3 0.0 0.538
C -1.797389 3.763320 -1.481813 -0.4 0.3 -0.2 -1.455
H -2.723650 4.367871 -1.550826 0.3 -0.2 0.1 0.530
H -1.029146 4.299189 -2.053470 -0.1 -0.2 0.2 0.308
H -1.998515 2.801684 -1.975410 0.2 0.3 0.3 -0.239
C 2.042703 4.406409 1.361179 0.3 0.5 0.1 -1.529
H 2.123622 3.663261 2.161446 0.0 0.0 -0.1 0.150
H 2.949783 5.022652 1.391988 -0.1 0.0 0.1 0.489
H 1.189724 5.051058 1.589856 0.2 0.0 0.0 0.300
C 3.141344 2.870400 -0.287691 0.0 -0.2 -0.1 -1.545
H 3.210961 2.014969 0.394667 0.0 0.1 -0.2 0.078
H 3.125098 2.490242 -1.316339 0.0 0.1 0.3 0.254
H 4.074765 3.448401 -0.170457 -0.5 0.1 0.1 0.597
C 1.664337 4.685028 -1.158163 0.4 0.6 -0.2 -1.443
H 1.575724 4.128570 -2.098374 0.1 0.1 0.2 0.230
H 0.761308 5.295970 -1.050475 0.3 -0.1 0.1 0.208
H 2.516944 5.376825 -1.275397 -0.2 -0.2 0.1 0.483
C -0.032305 -4.156292 3.402406 0.0 0.0 0.0 -1.563
H 0.282275 -4.657628 4.330122 -0.1 0.1 -0.2 0.503
H -0.695769 -3.323933 3.680445 0.2 -0.1 -0.1 0.102
H -0.612605 -4.882405 2.817774 0.2 0.2 0.1 0.274
C 1.922899 -2.594593 3.534817 -0.1 0.0 0.0 -1.603
H 2.830178 -2.197009 3.061591 -0.2 -0.1 0.1 0.309
H 1.253508 -1.755028 3.771869 0.1 -0.2 -0.1 0.042
H 2.217701 -3.057157 4.489102 0.0 0.1 -0.2 0.564
C 2.197498 -4.830353 2.446336 0.0 -0.2 0.3 -1.709
H 3.086755 -4.534665 1.876973 -0.2 0.0 0.1 0.283
H 2.535040 -5.184666 3.434296 0.0 0.1 -0.3 0.536
H 1.724829 -5.685203 1.951203 0.2 0.3 0.1 0.316
C 0.001431 -3.505647 -1.655752 0.0 0.2 0.0 -1.706
H 1.050833 -3.686078 -1.944286 -0.4 0.1 0.1 0.283
H -0.628531 -4.126216 -2.318016 0.2 0.2 0.3 0.646
H -0.245868 -2.447394 -1.851292 0.2 -0.4 0.1 0.070
C -1.775020 -3.670230 0.115732 0.0 -0.1 0.0 -1.506
H -2.108784 -2.665411 -0.215280 0.2 -0.5 0.1 0.106
H -2.369442 -4.414055 -0.438603 0.0 0.2 0.2 0.514
H -2.009136 -3.776045 1.189258 0.1 0.0 -0.4 0.226
C 0.104047 -5.377332 -0.015733 -0.3 -0.3 -0.3 -1.952
H 1.174413 -5.549659 -0.212928 -0.4 0.1 0.1 0.327
H -0.156298 -5.765008 0.979558 0.1 0.1 -0.3 0.352
H -0.462632 -5.972151 -0.753093 0.2 0.1 0.2 0.527
Sr -0.766270 -0.087988 1.065724 0.4 0.2 -1.1 1.219
C 1.610391 0.618102 2.100642 3.1 0.0 2.0 0.463
O 2.633384 0.791044 2.606131 -2.8 -0.3 -1.6 -0.251
N -2.202415 -0.267326 -1.175292 -1.2 1.2 -4.1 -0.127
C -2.405734 0.015664 -2.312035 2.0 -0.9 4.1 -0.806
C -2.369588 0.200209 -3.777852 -0.1 0.5 -0.6 2.239
C -1.504151 1.417548 -4.245118 0.1 0.3 0.2 -1.303
C -1.591477 -1.031127 -4.283398 0.6 -0.7 0.1 -1.406
C -3.844220 0.423183 -4.190690 -0.5 0.2 0.3 -1.678
H -1.775340 2.373160 -3.767620 -0.1 -0.5 -0.4 0.325
H -0.429541 1.245147 -4.044901 -0.7 0.0 0.0 -0.001
H -1.628066 1.528458 -5.337950 -0.1 -0.2 0.5 0.555
H -1.849828 -1.975793 -3.779462 -0.2 0.3 -0.3 0.353
H -1.633418 -1.188031 -5.371583 -0.3 0.3 0.3 0.396
H -0.531479 -0.825355 -4.030819 -0.5 -0.4 -0.1 0.278
H -4.061754 0.349466 -5.259438 0.4 -0.2 0.1 0.403
H -4.537022 -0.244402 -3.647427 0.3 0.2 -0.3 0.366
H -4.113798 1.455752 -3.909007 0.1 -0.4 0.0 0.389
C -2.975734 -0.038315 4.747997 -0.1 -0.4 -0.1 -1.177
S -1.263670 -0.003841 4.139127 -0.4 0.0 -0.1 0.318
C -0.757062 1.601967 4.771431 0.7 0.5 0.4 -0.840
H -3.003183 -0.522665 5.725986 0.0 0.1 -0.1 0.341
H -3.581764 -0.613797 4.041725 0.1 0.1 0.2 0.315
H -3.361111 0.979201 4.821494 0.0 -0.2 -0.1 0.410
H -1.628928 2.163322 5.128165 0.3 -0.2 -0.2 0.402
H -0.060415 1.445426 5.608561 -0.3 0.2 -0.3 0.381
H -0.247390 2.184974 3.990658 -0.2 -0.2 0.2 0.034